{"formula": "C42H47N7O2", "method": "the ωB97M-V functional and the def2-TZVPD basis", "gap_ev": 9.26, "charge": 0, "homo_energy_ev": -8.85, "species": ["C", "C", "C", "C", "C", "C", "O", "O", "C", "C", "C", "C", "C", "C", "N", "H", "H", "H", "H", "H", "H", "H", "H", "H", "H", "H", "H", "H", "H", "H", "H", "H", "C", "C", "C", "N", "C", "C", "H", "H", "H", "H", "H", "C", "C", "C", "N", "C", "C", "H", "H", "H", "H", "H", "C", "C", "C", "N", "C", "C", "H", "H", "H", "H", "H", "C", "C", "C", "N", "C", "C", "H", "H", "H", "H", "H", "C", "C", "C", "N", "C", "C", "H", "H", "H", "H", "H", "C", "C", "C", "N", "C", "C", "H", "H", "H", "H", "H"], "coordinates": [[1.40869, -1.80605, -1.71621], [1.54876, -0.36914, -1.00983], [1.00155, -0.48389, 0.50263], [0.94769, 0.86012, -1.84369], [-0.62736, 0.79193, -2.13327], [-1.54083, 1.17671, -0.85974], [-1.05886, 1.92138, 0.04566], [-2.91620, 0.73842, -0.73513], [-3.01221, -0.40821, 0.16236], [-3.02990, -1.72557, -0.78356], [-4.32906, -2.42836, -1.20772], [-4.43064, -3.69609, -2.11247], [-3.00645, -4.16743, -2.59773], [-1.81874, -3.34158, -2.07710], [-1.77136, -2.21649, -1.21952], [0.82247, -2.51051, -1.01874], [1.01174, -1.78578, -2.78559], [2.46667, -2.27195, -1.78023], [2.68461, -0.16831, -0.91319], [1.57767, -1.25358, 1.13826], [1.00794, 0.56619, 0.95877], [-0.07773, -0.86535, 0.42920], [1.46416, 0.83121, -2.88028], [1.26164, 1.86964, -1.38624], [-0.85009, 1.62666, -2.92058], [-0.96974, -0.18486, -2.63977], [-2.13328, -0.41507, 0.89842], [-3.98553, -0.40840, 0.76389], [-5.31505, -1.99014, -0.81132], [-5.39875, -4.21921, -2.38829], [-2.89101, -5.07402, -3.29639], [-0.78833, -3.70435, -2.45170], [1.61199, -6.14713, 1.85154], [2.89914, -5.63071, 1.87905], [3.33956, -4.91000, 0.78059], [2.59459, -4.68415, -0.31318], [1.35399, -5.19637, -0.31416], [0.81939, -5.92721, 0.73443], [1.23013, -6.71572, 2.69255], [3.54569, -5.78383, 2.73421], [4.33725, -4.48332, 0.75614], [0.77449, -5.00075, -1.21056], [-0.19024, -6.31494, 0.67908], [-0.02823, 6.21656, 1.62394], [-0.86743, 7.21507, 1.14888], [-1.96657, 6.84247, 0.39235], [-2.26759, 5.56937, 0.08706], [-1.43776, 4.62146, 0.55793], [-0.31571, 4.89239, 1.32563], [0.84189, 6.46850, 2.22092], [-0.67219, 8.25891, 1.36195], [-2.65361, 7.58647, 0.00139], [-1.70128, 3.59855, 0.29543], [0.31718, 4.08828, 1.68036], [7.10876, 0.95200, 1.22103], [6.26284, 1.94463, 0.74920], [5.16089, 1.56478, -0.00015], [4.86496, 0.29020, -0.30055], [5.70085, -0.65066, 0.16651], [6.82534, -0.37441, 0.92682], [7.98093, 1.20905, 1.81247], [6.45412, 2.98958, 0.95894], [4.46757, 2.30397, -0.38865], [5.43882, -1.67167, -0.09334], [7.46422, -1.17491, 1.27946], [5.36192, -0.48546, 5.09989], [5.15669, -0.27101, 3.74444], [3.97863, 0.34349, 3.34917], [3.02066, 0.74110, 4.20204], [3.24394, 0.52010, 5.50724], [4.38871, -0.08256, 6.00335], [6.27164, -0.96227, 5.44908], [5.89470, -0.57352, 3.01048], [3.77311, 0.53572, 2.30096], [2.45270, 0.84927, 6.17341], [4.51618, -0.23378, 7.06814], [-8.25063, -1.43831, 2.94887], [-7.24819, -2.37465, 3.15799], [-6.01843, -2.16340, 2.55652], [-5.73935, -1.10535, 1.77802], [-6.72744, -0.21538, 1.59056], [-7.98896, -0.33431, 2.15024], [-9.22663, -1.56782, 3.40378], [-7.41807, -3.24842, 3.77452], [-5.20195, -2.86527, 2.69242], [-6.47515, 0.62843, 0.95563], [-8.74759, 0.41603, 1.96629], [-2.26265, 4.05153, -6.60094], [-1.78801, 2.95085, -7.29881], [-0.79635, 2.18119, -6.71297], [-0.26266, 2.43930, -5.50825], [-0.73922, 3.51266, -4.85362], [-1.73108, 4.34161, -5.35291], [-3.03952, 4.67790, -7.02578], [-2.17965, 2.69594, -8.27570], [-0.39525, 1.30856, -7.21825], [-0.28997, 3.70063, -3.88322], [-2.07858, 5.19278, -4.78079]]}

***

{"formula": "C45H105N3O27", "method": "the ωB97M-V functional and the def2-TZVPD basis", "gap_ev": 6.74, "de_lowest_kcal_mol": 0.0, "charge": -2, "homo_energy_ev": -3.30, "species": ["C", "C", "C", "O", "C", "C", "C", "O", "O", "O", "H", "H", "C", "O", "C", "C", "N", "C", "C", "O", "C", "H", "H", "H", "H", "H", "H", "H", "H", "H", "H", "H", "H", "H", "H", "H", "C", "O", "C", "C", "N", "C", "C", "O", "C", "H", "H", "H", "H", "H", "H", "H", "H", "H", "H", "H", "H", "H", "H", "H", "C", "C", "C", "C", "C", "C", "N", "O", "C", "C", "C", "H", "H", "H", "H", "H", "H", "H", "H", "H", "H", "H", "H", "H", "H", "H", "H", "H", "H", "H", "C", "C", "O", "O", "H", "H", "H", "H", "H", "H", "C", "C", "O", "O", "H", "H", "H", "H", "H", "H", "C", "C", "O", "O", "H", "H", "H", "H", "H", "H", "C", "C", "O", "O", "H", "H", "H", "H", "H", "H", "C", "C", "O", "O", "H", "H", "H", "H", "H", "H", "C", "C", "O", "O", "H", "H", "H", "H", "H", "H", "C", "C", "O", "O", "H", "H", "H", "H", "H", "H", "C", "C", "O", "O", "H", "H", "H", "H", "H", "H", "C", "C", "O", "O", "H", "H", "H", "H", "H", "H"], "coordinates": [[-2.08753, 0.07226, -2.18740], [-1.31540, -1.08456, -2.32906], [-0.74319, -1.69814, -1.06692], [-0.33007, -2.90170, -1.09034], [-0.77336, -1.04112, 0.13697], [-1.45748, 0.19373, 0.25932], [-2.23948, 0.76281, -0.94929], [-3.02507, 1.71736, -0.81409], [-1.41823, 0.87966, 1.31337], [-0.87877, -1.39217, -3.47384], [-2.39318, 0.66921, -3.03751], [-0.33268, -1.48467, 1.01585], [-4.91030, -3.59789, -0.46020], [-4.24351, -4.39569, -1.40269], [-4.10470, -3.74127, -2.64055], [-3.48667, -4.72518, -3.62473], [-2.04888, -4.81542, -3.49228], [-1.42206, -5.56551, -4.57416], [0.08079, -5.51236, -4.49882], [0.58660, -6.43066, -5.47639], [1.98577, -6.21156, -5.64181], [-5.16565, -4.19315, 0.42003], [-5.89350, -3.23276, -0.78535], [-4.27124, -2.77254, -0.13379], [-3.48569, -2.83804, -2.55353], [-5.06864, -3.43220, -3.06866], [-3.75163, -4.40232, -4.64722], [-4.00561, -5.67752, -3.48145], [-1.65654, -3.88793, -3.36102], [-1.70656, -5.08933, -5.52257], [-1.73311, -6.61030, -4.52442], [0.52420, -5.65622, -3.50766], [0.43549, -4.50467, -4.75313], [2.10850, -5.31534, -6.24986], [2.32961, -7.11007, -6.16381], [2.55400, -6.21559, -4.70885], [2.04744, 4.61904, -0.11064], [2.02832, 3.49199, -0.95942], [1.49713, 2.33337, -0.32638], [1.59585, 1.17302, -1.34858], [2.97949, 1.15831, -1.88499], [3.87745, 0.43036, -1.00691], [5.31839, 0.56807, -1.41592], [5.70621, 1.91408, -1.29472], [7.00982, 2.19520, -1.71053], [2.39872, 5.45130, -0.72034], [2.76979, 4.46692, 0.69826], [1.05334, 4.84268, 0.28094], [0.43586, 2.54057, -0.17714], [2.01917, 2.12915, 0.61186], [0.85772, 1.41280, -2.11599], [1.36533, 0.18640, -0.94932], [3.27468, 2.12416, -1.73455], [3.62330, -0.62624, -0.86573], [3.83894, 0.75782, 0.03811], [5.44337, 0.14610, -2.42376], [5.97365, -0.00949, -0.74502], [7.24775, 3.21827, -1.41725], [7.11187, 2.16807, -2.80166], [7.71962, 1.50944, -1.23260], [4.56614, 1.54541, 3.95339], [3.43407, 0.60795, 4.44816], [4.05180, -0.34547, 5.50087], [4.22303, 0.29200, 6.87704], [2.94144, 0.99832, 7.36109], [2.29034, 1.92659, 6.31986], [2.29219, 1.31060, 5.00029], [1.57565, 2.08912, 4.05302], [0.83837, 2.18973, 6.74581], [3.03154, 3.26874, 6.38650], [3.00890, -0.27068, 3.27022], [4.90523, 2.15348, 4.78644], [4.19886, 2.15360, 3.13070], [5.34640, 0.87213, 3.59721], [3.52288, -1.30235, 5.49643], [5.05362, -0.64426, 5.17690], [5.07814, 0.97252, 6.88630], [4.50141, -0.51209, 7.56364], [3.22323, 1.58916, 8.23376], [2.24767, 0.21821, 7.68383], [0.39992, 3.11357, 6.37848], [0.25018, 1.28635, 6.56004], [0.74296, 2.22269, 7.83896], [2.58472, 4.04153, 5.75415], [2.88027, 3.75311, 7.36037], [4.11082, 3.19805, 6.26616], [2.67869, 0.27753, 2.38542], [2.17716, -0.94655, 3.48398], [3.83794, -0.92121, 2.98299], [0.91575, 1.41801, 3.80419], [-1.23549, 5.44529, 3.00770], [-0.76696, 4.06949, 2.57902], [-1.39072, 3.66039, 1.39934], [-2.60444, 5.38263, 3.43859], [-1.09773, 6.14675, 2.17780], [-0.66629, 5.84339, 3.85596], [-0.98480, 3.34687, 3.38112], [0.32850, 4.00552, 2.53579], [-1.26457, 2.70388, 1.22397], [-2.92065, 6.28781, 3.51521], [3.76343, -2.29034, -3.77436], [2.42044, -2.35390, -3.12488], [2.29006, -3.25772, -2.03508], [4.05583, -3.55148, -4.39158], [4.56609, -1.97470, -3.09393], [3.81892, -1.54291, -4.56538], [1.62504, -2.58992, -3.83982], [2.13799, -1.36380, -2.73623], [1.39662, -3.16775, -1.65581], [4.37193, -4.17080, -3.72948], [-1.32761, 3.95658, -2.31523], [-0.79924, 5.32786, -2.72378], [-1.84381, 6.30033, -2.53107], [-2.56082, 3.54248, -2.88634], [-1.45825, 3.90747, -1.23097], [-0.56565, 3.22020, -2.59957], [-0.57551, 5.35503, -3.79404], [0.09405, 5.57021, -2.14514], [-1.74145, 6.96854, -3.21038], [-3.01181, 3.03563, -2.19067], [1.49408, 0.82128, -5.19460], [1.59882, 1.40526, -6.58433], [2.41115, 2.58801, -6.57688], [2.80283, 0.55514, -4.69720], [0.98936, -0.15291, -5.19504], [0.91394, 1.44935, -4.51289], [0.59640, 1.60080, -6.97246], [2.01738, 0.73190, -7.34099], [3.21100, 2.24266, -6.15078], [2.84634, 0.73389, -3.73326], [-1.90783, -2.36031, -6.71674], [-2.47174, -0.96583, -6.78244], [-3.06012, -0.61786, -5.53029], [-0.57904, -2.44348, -6.22987], [-1.97651, -2.86441, -7.68419], [-2.55273, -2.95090, -6.05810], [-3.32089, -0.88274, -7.46644], [-1.75705, -0.25484, -7.20790], [-2.36772, -0.32137, -4.92173], [-0.60635, -2.28477, -5.27380], [-4.28029, 2.42083, 5.19290], [-3.05234, 2.87633, 5.97764], [-2.77173, 4.25901, 5.89681], [-4.15417, 2.41849, 3.78415], [-5.06239, 3.17487, 5.31247], [-4.60757, 1.43364, 5.53773], [-2.21396, 2.23608, 5.68235], [-3.26776, 2.68972, 7.03229], [-2.53428, 4.52170, 4.97317], [-3.38642, 1.91996, 3.48434], [-1.11902, -0.93545, 3.92693], [-0.90517, -1.34853, 5.36787], [0.47780, -1.54459, 5.63516], [-0.82461, 0.46859, 3.85970], [-2.14382, -1.06755, 3.56593], [-0.46434, -1.49473, 3.25868], [-1.36529, -2.32424, 5.53145], [-1.27079, -0.57789, 6.05272], [0.99112, -0.77274, 5.35243], [-0.86818, 0.69339, 2.88075], [-0.82392, -5.75735, 3.02439], [-0.49233, -4.41062, 2.43944], [-1.59767, -3.86997, 1.76704], [-1.63861, -5.71812, 4.22044], [0.05464, -6.33976, 3.31221], [-1.37187, -6.34987, 2.28622], [0.29022, -4.54278, 1.68144], [-0.14890, -3.74810, 3.24634], [-1.32561, -3.13822, 1.19761], [-1.94935, -6.59619, 4.44028], [-5.82251, 0.20288, -1.88747], [-7.33611, -0.07622, -1.98032], [-8.00502, 0.98640, -2.64635], [-5.63579, 1.22480, -0.93794], [-5.38571, 0.53745, -2.83353], [-5.40423, -0.77443, -1.60287], [-7.71803, -0.11251, -0.95366], [-7.46567, -1.03025, -2.49054], [-7.83255, 1.76071, -2.09737], [-4.66104, 1.34697, -0.79971]]}

***

Number 1: total energy -58835.727 eV. Number 2: total energy -108116.130 eV.